1.
{
  "formula": "H80O40",
  "method": "ωB97M-V with the def2-TZVPD basis set",
  "symbols": ["H", "H", "O", "H", "H", "O", "H", "H", "O", "H", "H", "O", "H", "H", "O", "H", "O", "H", "O", "H", "H", "O", "H", "H", "O", "H", "H", "O", "H", "H", "O", "H", "O", "H", "H", "O", "H", "H", "O", "H", "H", "O", "H", "H", "O", "H", "H", "O", "H", "H", "O", "H", "O", "H", "H", "O", "H", "O", "H", "H", "O", "H", "H", "O", "H", "H", "O", "H", "H", "O", "H", "H", "O", "H", "H", "O", "H", "H", "O", "H", "H", "O", "H", "H", "O", "H", "H", "O", "H", "O", "H", "H", "O", "H", "H", "H", "H", "H", "H", "O", "H", "H", "O", "H", "H", "O", "H", "H", "O", "H", "H", "O", "H", "H", "O", "H", "H", "O", "H", "H"],
  "xyz": [[0.84099, -3.59119, 4.16940], [-0.42592, -4.10567, 4.62200], [-0.05341, -3.26281, 4.33118], [3.33019, 2.01308, -0.88600], [2.80117, 2.74240, 0.31807], [3.30518, 1.93467, 0.06305], [-2.51418, 1.30046, 0.53301], [-1.20861, 0.98190, -0.32379], [-2.17030, 0.98699, -0.30646], [-2.37429, -1.69774, 4.81957], [-0.89292, -1.67578, 4.81833], [-1.64420, -1.15320, 5.13782], [-0.70198, 4.75658, -3.58427], [-1.05111, 3.97166, -2.40498], [-0.26597, 4.28907, -2.86364], [0.87054, -5.10231, -1.14205], [1.01058, -4.66338, -1.97960], [0.80714, -1.57639, 1.46616], [0.91413, -2.47591, 1.74771], [-0.43801, -1.01325, 1.13195], [-1.09031, -1.10409, -0.44146], [-1.18981, -1.35948, 0.48120], [-5.82943, 2.07373, 0.14558], [-5.28133, 1.48646, -1.01300], [-5.48671, 2.38132, -0.70568], [-5.68736, -3.55591, -0.42135], [-5.39936, -2.95684, 0.92920], [-5.14271, -3.68214, 0.34890], [-3.53045, 3.76844, -0.31621], [-2.32720, 2.96851, -0.81902], [-2.90474, 3.70245, -1.04064], [-4.82671, 0.18459, 0.74169], [-5.15299, -0.36227, -0.00603], [5.97698, -2.44517, -2.54337], [4.84020, -3.28747, -1.98549], [5.05258, -2.66791, -2.68835], [3.34679, -0.41632, 3.94033], [2.41012, 0.68516, 4.29545], [3.28373, 0.34463, 4.51645], [-1.62736, 3.90193, 4.48744], [-2.53643, 4.06532, 3.44766], [-1.61952, 4.32447, 3.61848], [3.86553, 4.81089, -0.22151], [4.56760, 4.66901, 1.04085], [4.42371, 5.34883, 0.38353], [-2.63109, 5.66378, -1.12659], [-1.28294, 5.70711, -0.70840], [-1.76555, 5.96602, -1.50452], [2.29693, -3.68028, 1.71635], [2.59192, -3.65409, 0.14893], [2.93413, -3.93519, 1.02880], [4.47013, -1.32697, -0.33427], [4.08812, -0.78470, -1.03954], [3.90956, 0.69112, 2.01637], [3.35350, -0.25376, 1.02129], [3.38893, -0.11980, 1.97053], [-0.04562, 1.77381, 5.27476], [-0.42023, 1.99986, 4.41058], [2.61115, -1.54696, -0.89654], [1.49272, -2.53883, -1.57026], [1.87437, -2.19668, -0.76224], [-3.04236, 0.60167, -2.54150], [-1.81716, -0.10360, -2.38659], [-2.76082, -0.32167, -2.44413], [0.77894, 2.78176, 0.58513], [1.27994, 1.46775, 0.71416], [0.78649, 2.10053, 1.26402], [-3.78258, 3.34975, -3.05477], [-3.49720, 3.94288, -4.59821], [-3.60074, 3.23667, -3.98478], [2.59360, 4.70624, -2.01395], [3.37995, 3.31063, -1.98002], [2.94203, 3.99681, -1.46512], [2.16666, 3.57253, 2.09867], [1.90618, 5.01493, 1.71048], [2.31647, 4.20755, 1.38416], [-2.06880, -3.96289, 2.80105], [-2.57216, -4.87225, 1.64194], [-2.46234, -4.81609, 2.59603], [5.54184, -2.15967, 1.51557], [5.13547, -3.43294, 0.66877], [5.77714, -2.71886, 0.77014], [-3.56314, 1.68864, 2.63975], [-5.06351, 1.34655, 3.09411], [-4.31194, 1.07656, 2.56507], [-2.17834, -3.38767, -0.02958], [-0.98435, -3.07729, -0.63694], [-1.42968, -3.89742, -0.38320], [-1.66311, 3.46885, 1.88246], [-2.16945, 2.65132, 1.88638], [-2.00852, 0.33602, 3.28745], [-1.89593, -0.37233, 1.89771], [-1.46759, 0.27840, 2.49147], [4.23159, -1.38619, -1.81887], [0.27344, -4.67991, -2.59135], [-0.55439, 1.07597, 4.13545], [0.86159, -2.85153, 0.86554], [-4.35614, -0.89922, 0.18023], [-1.46748, 1.95556, 2.11749], [-0.01313, -6.06700, 0.28017], [0.61983, -6.42907, 0.89589], [-0.01569, -5.10225, 0.22387], [-0.15164, 1.28115, -2.15231], [-0.55623, 1.95785, -2.69741], [0.79344, 1.24934, -2.02383], [3.90768, -4.95543, -1.70515], [3.04474, -4.56525, -1.96274], [3.47724, -5.42612, -0.97341], [-3.94718, -1.04783, -4.71298], [-3.56768, -0.64960, -3.90391], [-4.61939, -0.51781, -5.10139], [-1.39529, -1.41981, -5.78839], [-2.13140, -1.16470, -6.32091], [-1.81812, -1.68595, -4.96734], [5.18206, 2.19285, -1.87701], [5.47179, 1.93866, -2.73576], [4.98283, 1.45012, -1.29703], [1.31140, -0.46165, -4.20926], [2.13228, -0.07438, -4.46010], [0.89897, -1.03296, -4.86261]],
  "forces_ev_per_angstrom": [[0.1927, 0.7747, -0.3385], [-0.6733, 0.1992, 0.2004], [0.3851, -1.1418, 0.1989], [0.0983, -0.1957, -0.1769], [0.7814, -0.3482, -0.1216], [-0.8300, 0.0635, 0.6999], [0.5398, 0.3480, 0.2393], [0.0076, 0.4531, 0.4091], [-0.6475, 0.2446, -0.7201], [-0.2012, 0.1809, 0.2287], [0.2592, -0.0204, 0.1731], [-0.2062, 0.0348, -0.3376], [0.2782, 0.2632, -0.0642], [-0.0652, 0.3397, 0.4478], [0.0763, -0.7929, -0.5607], [-0.8559, -0.8832, -0.1851], [1.3351, 1.2631, -0.7055], [1.0705, 0.7435, 0.5752], [-0.4505, -0.3502, 0.5610], [-2.7768, -0.7731, -2.8951], [0.3065, 0.7891, 0.2956], [1.6152, 0.2475, 2.1472], [-0.2398, 0.7515, 0.1518], [0.3282, 0.0413, -0.6737], [-0.1856, -0.6809, 0.5920], [-0.2790, 0.0428, -0.5587], [-0.0531, -0.0614, 0.0159], [0.4523, 0.1017, 0.5394], [-0.3339, -0.5178, 0.0558], [-0.0960, -0.6582, 0.3452], [-0.1133, 0.2782, -0.3327], [-1.2708, 0.9641, 0.0271], [1.6947, -0.1216, 1.6484], [0.1264, -0.0069, -0.0428], [-0.0535, -0.8629, 0.1286], [0.0181, 0.6364, -0.2619], [0.1715, -0.2447, -0.2859], [0.0538, 0.1510, 0.0278], [-0.2684, 0.2707, 0.6374], [1.2352, 0.0290, 0.1617], [0.0197, 0.4623, -0.7598], [-1.1251, 0.5804, 1.1580], [0.4238, 0.7455, 0.0362], [0.2871, 0.1403, 0.5661], [0.0337, -0.3038, -0.6188], [0.6773, 0.4830, -1.2819], [0.8500, 0.2429, -0.3882], [-1.4182, 0.2892, 1.5589], [0.4007, 0.2787, -0.6078], [0.1166, 0.3331, 1.0841], [0.4793, -1.0229, -0.4279], [0.5707, -0.0336, 0.2141], [-0.2859, -0.1886, -0.2962], [-0.1259, 0.1021, 0.2334], [-0.2022, -0.0221, -0.3014], [0.2433, -0.2816, -0.3067], [0.0476, 0.6883, 0.2175], [0.3481, -1.3014, 0.7517], [-0.4813, -0.2636, -0.4093], [0.2269, 0.0838, -0.6397], [-0.3150, 0.1536, 0.4575], [-0.6189, -0.1293, 0.3902], [0.2861, -0.4876, -0.0890], [0.4770, 0.5961, -0.5212], [-0.4160, 0.9094, 0.2395], [0.1820, -0.4974, 0.7878], [-0.2531, -0.8878, -0.9553], [0.0112, 1.3325, 0.2218], [-0.1710, 1.2385, 0.3984], [0.2617, -2.5901, -0.3927], [-0.0070, -0.3233, -0.3732], [0.4117, 0.7046, -0.6203], [-0.6485, 0.1421, 0.1076], [-0.2002, -0.0015, -0.0350], [0.2305, 0.2177, -0.1856], [-0.3859, -0.1703, 0.7891], [0.1457, 0.0202, -0.3724], [0.1391, 0.0876, -0.0039], [-0.1330, -0.1052, 0.4370], [-0.3345, -0.3527, 0.2008], [-0.3128, 0.1365, 0.6036], [0.3165, 0.3136, -0.7785], [-0.3347, 0.5486, -0.0105], [0.1641, 0.3001, 0.1936], [-0.0277, -0.7925, -0.4001], [-0.4639, -0.9270, 0.3092], [0.7955, -0.4785, -0.2621], [-0.4088, 1.1495, -0.2531], [-0.0125, 0.0825, 0.1866], [0.8160, -1.2254, -0.3572], [-0.1755, -0.4899, 0.1500], [0.0092, 0.4407, 0.3067], [-0.0292, -0.6773, -0.0096], [0.3887, 0.4565, 0.1173], [-0.3699, -0.5111, 0.4598], [-0.0230, 0.3958, -0.5005], [-0.0572, -0.3830, -0.2473], [-0.3514, -0.9140, -1.5403], [-1.0753, 1.0809, -0.4290], [-0.1361, -0.3707, -0.8499], [0.3269, 0.4324, 0.3508], [-0.4201, -0.1706, 1.0586], [-1.2331, -1.3365, 1.2559], [1.1728, 0.5113, -0.3685], [0.1768, 0.7196, -0.9006], [-1.6147, 0.2590, 0.6209], [0.5102, 0.1632, -1.0186], [1.0764, -0.4871, 0.4053], [0.7063, -1.0506, 0.1581], [-0.3473, -0.0527, -0.3531], [-0.6939, 0.8423, -0.1033], [1.3185, -0.4238, 0.5267], [-0.8027, 0.3115, -0.4718], [-0.1816, 0.0470, -0.0467], [-0.7193, 1.0764, 0.8437], [0.3854, -0.8466, -0.7205], [0.4931, -0.5029, -0.3967], [-1.0721, -0.2723, 1.4393], [0.6828, -0.0614, -0.9543], [0.3492, 0.2860, -0.5235]],
  "lowdin_charge": [0.0589, 0.0659, -0.0496, -0.0073, 0.0127, -0.0645, 0.0081, 0.0142, -0.0776, 0.0423, -0.0022, -0.0575, 0.0483, -0.0120, -0.0598, -0.0032, -0.0318, 0.0086, -0.0471, 0.0998, 0.0485, -0.0917, 0.0307, 0.0166, -0.0549, 0.0337, 0.0261, -0.0435, 0.0482, 0.0138, -0.0634, 0.0062, -0.0685, 0.0723, 0.0040, -0.0355, 0.0013, 0.0175, -0.0604, 0.0373, 0.0384, -0.0740, -0.0234, 0.0126, -0.0934, 0.0411, 0.0317, -0.0905, 0.0184, -0.0034, -0.0829, 0.0262, -0.0712, 0.0547, -0.0033, -0.0558, 0.0642, -0.0471, 0.0206, 0.0403, -0.0708, 0.0573, 0.0286, -0.0488, 0.0397, 0.0326, -0.0472, -0.0005, 0.0231, -0.0396, 0.0840, 0.0333, -0.0510, 0.0629, 0.0837, -0.0618, 0.0067, 0.0157, -0.0479, 0.0392, 0.0174, -0.0464, 0.0055, 0.0609, -0.0405, 0.0453, 0.0177, -0.0554, 0.0458, -0.1269, 0.0411, 0.0515, -0.0829, 0.0368, 0.0758, 0.0105, 0.0078, 0.0415, 0.0354, -0.0425, 0.0532, -0.0120, -0.0260, 0.0434, 0.0449, -0.0576, 0.0222, 0.0468, -0.0623, -0.0136, 0.0242, -0.0540, 0.0131, 0.0121, -0.0225, 0.0444, 0.0200, -0.0415, 0.0177, 0.0222],
  "gap_ha": 0.3491,
  "spin_multiplicity": 1,
  "e_tot_ev": -83197.670
}


2.
{
  "formula": "C7H6N2OS",
  "method": "ωB97M-V with the def2-TZVPD basis set",
  "symbols": ["C", "C", "C", "C", "C", "C", "C", "N", "N", "O", "S", "H", "H", "H", "H", "H", "H"],
  "xyz": [[-0.82716, -1.73827, 0.84185], [-1.69652, -1.16625, 0.03011], [0.51754, -1.50306, 1.10421], [-1.66268, 0.07235, -0.67053], [1.43441, -0.96136, 0.28800], [-0.99096, 1.15629, -0.49583], [1.74839, -0.23948, -0.80471], [0.69829, 3.14613, 0.54128], [1.66068, 1.15304, -0.64204], [2.05304, -0.71906, -1.87992], [0.45501, 1.64581, 0.48865], [-1.24065, -2.69765, 1.11777], [-2.56560, -1.59587, -0.32890], [0.81786, -1.86366, 2.08406], [-2.33461, 0.03022, -1.56879], [0.20114, 3.46925, 1.35170], [1.73181, 1.81157, -1.45691]],
  "forces_ev_per_angstrom": [[-2.8419, -1.8041, -1.2393], [0.7354, 1.1734, -0.1820], [3.8675, 1.1976, -0.0723], [-0.6270, 0.0305, -1.8384], [-2.5398, -2.7090, 4.2342], [1.6643, 1.8993, -0.0086], [0.6351, 2.2138, -3.1839], [0.0291, 0.8580, -0.4948], [-0.8433, 1.1063, 0.4031], [0.3854, -0.3798, -0.4629], [-0.0025, -1.0588, -0.5659], [0.4494, -0.3385, 0.7812], [-1.7159, -1.8971, 0.4765], [0.5120, -0.0411, -0.0267], [0.4254, 0.4572, 0.7402], [-0.0320, 0.4839, 0.5751], [-0.1012, -1.1915, 0.8644]],
  "nbo_charge": [-0.2171, -0.1715, -0.2972, -0.3643, 0.1573, -0.1484, 0.4671, -1.1162, -0.7798, -0.5044, 1.2612, 0.2241, 0.2099, 0.2407, 0.2364, 0.3673, 0.4349],
  "s2": 2.031,
  "gap_ha": [0.2766, 0.2578],
  "spin_multiplicity": 3,
  "e_tot_ev": -23210.310
}


Calculated energy relative to the best compared isomer or geometry (same formula, charge and spin) (eV), listed in the same order as above: 8.1455; 3.7129